Here is 2 unconnected molecules or ions with the total composition C4H4F2 from OMol25. Energies are from wB97M-V/def2-TZVPD.

Geometry as XYZ:
```
10
Properties=species:S:1:pos:R:3:lowdin_charge:R:1
C -2.4693 0.5888 -0.0679 -0.14
C -2.3315 -0.7281 -0.0280 -0.16
C -1.1070 0.0586 -0.0695 -0.14
C 0.1365 0.1972 0.7078 -0.09
F -3.2652 1.6229 -0.0303 0.15
F -2.9043 -1.8968 0.0414 0.15
H -0.3423 -0.6239 -2.7085 0.01
H 0.3616 1.2480 0.8744 0.08
H 0.9682 -0.2580 0.1740 0.07
H 0.0437 -0.3147 1.6706 0.08
```

The LUMO energy (alpha / beta) is 0.015 / -0.011 hartree. As for the total energy: -354.26302 Eh. Its orbital gap (alpha / beta) is 10.2910 / 6.3265 eV. As for the spin multiplicity: 1. The charge is 0.


Here is 3 unconnected molecules or ions with the total composition C5H12O2 from OMol25. Energies are from wB97M-V/def2-TZVPD.

Geometry as XYZ:
```
19
Properties=species:S:1:pos:R:3:lowdin_charge:R:1
C 0.2742 -3.1829 0.3776 0.14
C 0.8574 -2.5279 1.4451 -0.10
C 0.0604 -1.8791 2.4293 -0.01
C 0.4033 -0.8544 3.3044 0.02
C 0.5328 0.5974 2.9887 -0.02
H 0.8817 -3.9319 -0.1162 0.09
H -0.3697 -2.5444 -0.2278 0.10
H 1.8462 -2.8542 1.7745 0.14
H -0.9065 -2.3035 2.7279 0.16
H 0.3513 -1.1304 4.3667 0.15
H 1.5855 0.8649 2.8616 0.12
H -0.0756 0.8977 2.1478 0.10
H 0.3137 1.2040 3.8751 0.11
H -3.1271 1.3688 -2.9766 0.01
H -3.8951 2.3761 -2.0099 0.03
O -3.7856 2.0346 -2.9010 -0.04
H 2.4452 3.9053 -4.4245 0.04
H 2.4524 2.9594 -5.5982 0.02
O 2.0240 3.7552 -5.2871 -0.06
```

The LUMO energy (alpha / beta) is -0.238 / -0.263 hartree. As for the total energy: -347.74999 Eh. Its orbital gap (alpha / beta) is 6.6890 / 6.0150 eV. As for the spin multiplicity: 2. The charge is +1.


Here is a molecular structure, C3H3F2N from OMol25. Energies are from wB97M-V/def2-TZVPD.

Geometry as XYZ:
```
9
Properties=species:S:1:pos:R:3:lowdin_charge:R:1
C -0.5602 1.2008 -0.3482 -0.13
C 0.3698 -0.5317 0.0849 -0.05
C -0.2423 0.0190 -1.2162 -0.42
N -0.0579 0.7276 0.7248 0.18
F 0.8389 0.2168 -2.2193 -0.03
F -1.2055 -0.6479 -1.8520 0.11
H -1.0602 2.1392 -0.4974 0.10
H -0.0936 -1.4207 0.5062 0.12
H 1.4535 -0.6410 0.0484 0.12
```

The LUMO energy (alpha / beta) is 0.041 / -0.126 hartree. As for the total energy: -370.38156 Eh. Its orbital gap (alpha / beta) is 7.8289 / 7.9781 eV. As for the spin multiplicity: 3. The charge is 0.


Here is a molecular structure, C4H2FNS from OMol25. Energies are from wB97M-V/def2-TZVPD.

Geometry as XYZ:
```
9
Properties=species:S:1:pos:R:3:lowdin_charge:R:1
C -0.0787 -0.5610 0.5235 -0.37
C 0.1104 -1.3486 -0.7772 -0.57
C -0.1457 0.8386 0.7057 -0.02
C -0.3332 1.9538 -0.3362 -0.23
H 0.0179 -0.7440 -1.7520 0.09
H 0.2164 1.2811 1.9790 0.22
N -0.3940 2.5733 -1.2810 0.13
F -0.3358 -1.2289 1.6750 0.02
S 0.9427 -2.7643 -0.7369 0.72
```

The LUMO energy is -0.070 hartree. As for the total energy: -706.29183 Eh. Its orbital gap is 7.8105 eV. As for the spin multiplicity: 1. The charge is 0.


- Look up the charge of the first one.
  0